Molecular formula: C9H26F3NO7P2Si2
Method: DFT, ωB97M-V/def2-TZVPD

```
50
C9H26F3NO7P2Si2, DFT ωB97M-V/def2-TZVPD
C 1.366 -1.078 -1.945
C 1.074 -1.017 -3.445
C -0.351 -0.636 -3.884
F -0.327 0.600 -4.570
Si -1.616 -0.478 -2.508
F -1.953 -1.954 -2.010
O -2.972 0.259 -3.068
Si -4.312 0.728 -2.276
F -4.251 0.247 -0.748
P -4.449 2.989 -2.359
N -5.192 3.414 -3.674
P -6.045 -0.411 -3.175
O -5.626 -1.817 -3.311
O -6.487 0.311 -4.517
O -7.284 -0.231 -2.170
H 0.827 -1.889 -1.450
H 2.428 -1.289 -1.798
H 1.173 -0.135 -1.434
H 1.323 -1.987 -3.881
H 1.745 -0.294 -3.915
H -0.702 -1.379 -4.608
H -1.084 0.306 -1.385
H -5.080 3.348 -1.145
H -3.125 3.438 -2.156
H -4.651 4.027 -4.270
H -6.831 -0.341 -5.143
H -7.424 -1.064 -1.701
C 0.153 -0.832 2.587
O 1.460 -0.437 2.237
C 1.693 0.957 2.254
C 2.981 1.324 2.963
O 2.993 1.093 4.362
C 3.048 -0.235 4.858
C 4.373 -0.945 4.676
O 4.656 -1.229 3.320
C 5.959 -0.905 2.897
H -0.521 -0.804 1.723
H 0.204 -1.861 2.945
H -0.265 -0.210 3.385
H 0.854 1.485 2.721
H 1.781 1.317 1.219
H 3.082 2.408 2.865
H 3.837 0.867 2.465
H 2.230 -0.848 4.477
H 2.906 -0.126 5.937
H 4.313 -1.891 5.231
H 5.174 -0.345 5.122
H 6.306 0.034 3.342
H 5.934 -0.789 1.814
H 6.676 -1.696 3.146
```

Energy (eV): -68068.0410
HOMO (eV): -8.7692
Charge: 0

Molecular formula: C9H26LiNO5
Method: DFT, ωB97M-V/def2-TZVPD

```
42
C9H26LiNO5, DFT ωB97M-V/def2-TZVPD
Li 0.817 -0.146 0.204
C 2.075 1.648 -0.846
O 1.016 0.989 -1.484
H 2.268 1.072 0.030
H 1.859 2.676 -0.517
H 2.998 1.366 -1.382
C 1.411 -2.827 -0.748
O 0.367 -1.961 -0.245
H 1.730 -3.489 -0.024
H 2.077 -2.254 -1.183
H 1.024 -3.506 -1.534
H -0.475 -2.301 -0.314
C -0.079 -1.191 -3.954
O -0.777 -0.460 -3.033
H 1.019 -1.634 -3.813
H 0.069 -0.841 -4.984
H -0.760 -1.859 -4.221
H -0.188 0.346 -2.542
C 2.798 -1.460 2.576
O 1.850 -0.500 2.196
C 0.813 -0.283 3.169
C 0.177 1.089 2.596
N -0.601 0.653 1.549
C -1.421 1.768 1.059
C -2.116 1.224 -0.118
O -3.130 2.208 -0.446
C -4.111 1.809 -1.426
H 2.286 -2.387 2.577
H 3.062 -1.106 3.683
H 3.799 -1.596 1.592
H 1.040 -0.288 4.202
H 0.091 -1.284 2.991
H 0.966 1.850 2.358
H -0.568 1.484 3.493
H -1.332 -0.065 2.004
H -0.894 2.625 0.661
H -1.739 2.199 2.038
H -2.692 0.180 -0.055
H -1.543 1.107 -1.033
H -4.611 0.738 -1.277
H -3.683 1.728 -2.265
H -4.891 2.671 -1.525
```

Energy (eV): -21679.6627
HOMO (eV): -7.3888
Energy relative to the best compared isomer or geometry (same formula, charge and spin) (kJ/mol): 28.6
Charge: 0

Molecular formula: C9H26MnO9
Method: DFT, ωB97M-V/def2-TZVPD

```
45
C9H26MnO9, DFT ωB97M-V/def2-TZVPD
Mn 1.015 -0.733 -1.546
C 3.176 -3.631 0.319
C 2.403 -2.547 -0.346
O 2.879 -1.420 -0.579
O 1.215 -2.688 -0.582
H 2.610 -4.557 0.219
H 3.309 -3.383 1.372
H 4.137 -3.810 -0.163
C -2.016 0.905 0.555
C -0.965 0.223 -0.199
O -1.098 -0.873 -0.765
O 0.166 0.760 -0.278
H -2.289 0.262 1.392
H -2.853 1.139 -0.102
H -1.734 1.855 1.007
C 3.429 3.123 0.729
O 2.186 3.126 0.043
H 3.880 4.102 0.891
H 3.278 2.714 1.728
H 4.087 2.487 0.137
H 1.627 2.490 0.496
C -1.725 -2.826 2.272
O -0.447 -3.471 2.147
H -2.342 -2.896 1.376
H -2.337 -3.144 3.116
H -1.585 -1.751 2.381
H 0.025 -3.347 2.973
C 3.507 1.180 -2.925
O 2.420 0.985 -1.978
H 4.224 1.936 -2.604
H 3.968 0.194 -2.995
H 3.365 1.432 -3.976
H 2.519 1.606 -1.253
C -4.095 5.004 2.313
O -4.412 4.044 1.292
H -4.981 5.613 2.492
H -3.758 4.451 3.190
H -3.299 5.637 1.919
H -3.747 3.908 0.613
C -2.798 -3.169 -2.776
O -2.308 -3.248 -1.409
H -2.726 -4.092 -3.350
H -3.818 -2.823 -2.607
H -2.248 -2.351 -3.241
H -1.844 -2.415 -1.297
```

Energy (eV): -59501.7290
Expectation value of S²: 8.75
HOMO (spin up / spin down) (eV): -8.9903 / -9.2848
Energy relative to the best compared isomer or geometry (same formula, charge and spin) (kJ/mol): 13.4
Charge: 0
Multiplicity: 6

Molecular formula: C9H26N2O7Pt
Method: DFT, ωB97M-V/def2-TZVPD

```
45
C9H26N2O7Pt, DFT ωB97M-V/def2-TZVPD
O -2.172 -2.854 2.571
H -2.886 -3.337 1.982
Pt -1.077 -0.355 -0.184
N -0.653 1.584 -0.499
N -1.917 0.641 1.303
O -0.203 2.006 -1.748
O -2.214 0.035 2.377
C -1.575 2.477 -0.026
C -2.324 1.945 1.051
C -1.850 3.696 -0.855
C -3.510 2.391 1.851
H -2.188 3.394 -1.867
H -0.934 4.302 -0.939
H -2.655 4.314 -0.395
H -3.523 1.833 2.810
H -4.435 2.132 1.298
H -3.458 3.478 2.002
H 0.331 1.252 -2.067
H -1.907 -2.003 1.977
O 1.578 1.669 1.625
H 2.476 1.994 1.796
H 1.130 1.746 2.479
C -1.511 -1.663 -1.447
H -0.696 -2.400 -1.603
H -1.910 -1.347 -2.403
H -1.986 -2.000 -0.421
O 0.267 -1.285 -5.040
H -0.714 -1.300 -5.144
H 0.507 -2.229 -5.081
C 2.784 0.461 -1.608
O 2.072 -0.559 -0.885
C 2.984 -1.564 -0.470
C 2.374 -2.607 0.467
O 1.387 -2.120 1.359
C 1.769 -1.665 2.658
H 2.422 0.490 -2.649
H 3.873 0.273 -1.610
H 2.585 1.421 -1.116
H 3.330 -2.100 -1.376
H 3.848 -1.088 0.039
H 1.837 -3.350 -0.144
H 3.238 -3.077 0.969
H 2.169 -2.475 3.298
H 2.519 -0.854 2.603
H 0.818 -1.303 3.062
```

Energy (eV): -30304.0452
Expectation value of S²: 2.10
HOMO (spin up / spin down) (eV): -6.2386 / -7.4521
Energy relative to the best compared isomer or geometry (same formula, charge and spin) (kJ/mol): 264.9
Charge: 0
Multiplicity: 3

Molecular formula: C9H26N3NaO6
Method: DFT, ωB97M-V/def2-TZVPD

```
45
C9H26N3NaO6, DFT ωB97M-V/def2-TZVPD
Na 8.215 19.763 -15.822
N 7.906 21.764 -12.816
O 7.692 22.966 -13.121
O 8.111 21.470 -11.629
O 7.795 20.886 -13.707
C 7.574 23.758 -18.022
C 7.917 22.280 -17.784
C 9.284 22.119 -17.086
O 9.848 20.752 -17.117
C 11.164 20.734 -16.593
N 6.912 21.457 -17.122
H 7.410 24.192 -17.028
H 6.722 24.000 -18.651
H 8.470 24.269 -18.377
H 8.185 21.915 -18.784
H 9.157 22.298 -16.012
H 10.011 22.805 -17.519
H 11.490 19.716 -16.789
H 11.254 20.987 -15.531
H 11.777 21.513 -17.058
H 6.077 21.490 -17.713
H 6.522 22.058 -16.386
C 4.844 17.369 -17.888
C 6.214 17.531 -17.239
C 7.205 18.003 -18.284
O 8.526 18.143 -17.775
C 9.534 18.057 -18.771
N 6.174 18.456 -16.089
H 4.429 16.416 -17.565
H 4.889 17.384 -18.980
H 4.174 18.196 -17.652
H 6.615 16.562 -16.934
H 6.920 18.966 -18.732
H 7.240 17.291 -19.117
H 9.392 18.775 -19.582
H 9.560 17.019 -19.111
H 10.449 18.292 -18.231
H 5.654 19.267 -16.416
H 5.578 18.107 -15.345
C 11.118 18.188 -14.098
O 9.763 18.424 -14.473
H 11.885 18.768 -14.602
H 11.250 18.348 -13.025
H 11.295 17.128 -14.304
H 9.226 17.854 -13.917
```

Energy (eV): -30922.8988
HOMO (eV): -7.4743
Energy relative to the best compared isomer or geometry (same formula, charge and spin) (kJ/mol): 42.0
Charge: 0

Molecular formula: C9H27ClIN2OP2Zr
Method: DFT, ωB97M-V/def2-TZVPD

```
44
C9H27ClIN2OP2Zr, DFT ωB97M-V/def2-TZVPD
C -2.578 -3.252 -1.276
I -0.381 -2.582 -1.111
H -3.294 -2.429 -1.214
H -2.711 -3.982 -0.471
H -2.599 -3.746 -2.244
Zr -0.264 -0.082 -0.037
P -1.075 -0.633 2.428
C -0.253 -2.005 3.286
C -0.816 0.741 3.602
H -1.276 0.493 4.570
H -3.023 -1.075 3.792
H -1.271 1.659 3.207
H -3.446 -0.193 2.276
H 0.829 -1.814 3.341
H 0.260 0.910 3.746
C -2.826 -0.997 2.706
H -0.658 -2.102 4.308
H -3.088 -1.948 2.217
H -0.422 -2.940 2.733
P 0.479 0.655 -2.545
C 1.827 -0.315 -3.275
C -0.763 0.635 -3.857
H 0.424 3.041 -2.171
H 1.303 2.616 -3.685
H 2.091 2.396 -2.082
C 1.138 2.343 -2.630
H -1.644 1.206 -3.525
H -0.342 1.095 -4.770
H 2.059 0.084 -4.277
H 1.532 -1.370 -3.364
H -1.067 -0.401 -4.072
H 2.726 -0.249 -2.643
Cl -1.646 1.835 -0.071
C 2.816 2.643 1.772
N 3.436 1.397 1.316
C 2.840 0.390 0.720
N 3.585 -0.664 0.315
O 1.563 0.343 0.493
H 1.743 2.599 1.587
H 3.259 3.492 1.240
H 3.009 2.782 2.842
H 4.444 1.275 1.407
H 3.139 -1.442 -0.163
H 4.581 -0.654 0.483
```

Energy (eV): -55256.9858
HOMO (eV): -18.7597
Charge: +3

Molecular formula: C9H27ClIOP2SW
Method: DFT, ωB97M-V/def2-TZVPD

```
43
C9H27ClIOP2SW, DFT ωB97M-V/def2-TZVPD
C -1.306 -0.147 -0.419
I 1.885 -0.598 1.253
H -1.256 -0.150 -1.577
H -1.963 0.731 -0.297
H -1.765 -1.086 -0.070
W 0.719 0.126 -1.193
P 0.613 2.389 -0.695
C 0.203 3.570 0.648
C 2.282 3.017 -1.166
H 2.314 4.110 -1.333
H -0.313 4.139 -2.262
H 2.633 2.511 -2.075
H -0.274 2.533 -3.003
H 0.640 3.206 1.578
H 2.969 2.780 -0.341
C -0.453 3.062 -2.055
H 0.542 4.608 0.515
H -1.518 2.935 -1.800
H -0.871 3.643 0.836
P 0.526 -2.430 -0.687
C 0.118 -3.455 0.781
C -0.642 -3.041 -1.908
H 2.509 -2.542 -2.055
H 2.061 -4.116 -1.258
H 2.864 -2.822 -0.300
C 2.171 -3.029 -1.128
H -0.458 -2.578 -2.893
H -0.489 -4.131 -1.977
H 0.254 -4.502 0.457
H -0.917 -3.300 1.121
H -1.678 -2.835 -1.588
H 0.808 -3.261 1.614
Cl 1.557 0.007 -3.231
C -0.605 -0.964 3.112
S -0.644 0.545 2.084
C -2.405 0.746 2.068
O -0.113 1.663 2.924
H -1.269 -1.744 2.731
H -0.874 -0.631 4.123
H 0.408 -1.385 3.176
H -2.663 0.848 3.119
H -2.649 1.670 1.552
H -2.947 -0.096 1.620
```

Energy (eV): -63647.2952
Expectation value of S²: 2.03
HOMO (spin up / spin down) (eV): -19.5278 / -19.4917
Energy relative to the best compared isomer or geometry (same formula, charge and spin) (kJ/mol): 175.0
Charge: +3
Multiplicity: 3

Molecular formula: C9H27IO5PS4
Method: DFT, ωB97M-V/def2-TZVPD

```
47
C9H27IO5PS4, DFT ωB97M-V/def2-TZVPD
O 1.236 1.173 0.167
P 0.477 2.386 -0.535
O 1.652 3.291 -1.187
S -0.288 3.567 1.203
C -2.099 3.482 1.082
C -2.595 2.280 0.263
C -3.200 2.744 -1.068
I -2.874 1.252 -2.566
H 1.363 0.506 -0.535
H 1.351 4.216 -1.258
H 0.010 4.854 0.967
H -2.475 4.400 0.654
H -2.476 3.430 2.092
H -3.364 1.798 0.845
H -1.827 1.547 0.077
H -4.266 2.824 -0.933
H -2.794 3.678 -1.423
C -0.489 -2.723 0.912
S -1.443 -1.598 1.928
O -1.565 -0.317 1.159
C -0.176 -1.349 3.172
H -1.091 -2.982 0.043
H 0.433 -2.235 0.593
H -0.276 -3.618 1.492
H 0.729 -0.961 2.704
H 0.023 -2.299 3.667
H -0.553 -0.630 3.897
C 3.917 3.540 -6.121
S 3.017 4.528 -4.921
O 3.036 5.931 -5.399
C 4.252 4.399 -3.617
H 3.339 3.527 -7.042
H 4.892 3.990 -6.305
H 4.029 2.524 -5.745
H 5.204 4.789 -3.975
H 4.356 3.356 -3.317
H 3.911 4.991 -2.770
C -0.362 -7.172 4.108
S -0.864 -6.286 2.630
O -1.389 -4.961 3.073
C -2.288 -7.313 2.258
H 0.500 -6.661 4.530
H -1.179 -7.172 4.828
H -0.088 -8.192 3.841
H -2.976 -7.303 3.103
H -1.954 -8.329 2.049
H -2.778 -6.901 1.379
```

Energy (eV): -80729.9859
HOMO (eV): -10.8817
Charge: +1

Molecular formula: C9H28InO5S4
Method: DFT, ωB97M-V/def2-TZVPD

```
47
C9H28InO5S4, DFT ωB97M-V/def2-TZVPD
In 1.311 -1.015 0.962
C 2.508 -4.251 -1.042
O 2.288 -3.761 0.268
H 2.347 -3.487 -1.803
H 3.554 -4.557 -1.072
H 1.891 -5.131 -1.224
H 2.613 -4.505 0.779
C 0.241 3.728 3.313
S -0.182 3.067 1.612
O 0.306 1.617 1.754
C -2.013 2.888 1.851
H -0.128 3.070 4.099
H -0.030 4.764 3.517
H 1.327 3.689 3.398
H -2.544 2.967 0.902
H -2.308 3.666 2.555
H -2.268 1.895 2.221
C -2.476 -3.523 -2.390
S -1.103 -2.252 -2.411
O -0.513 -2.273 -0.976
C 0.149 -3.050 -3.522
H -2.146 -4.342 -1.751
H -2.546 -3.865 -3.423
H -3.406 -3.025 -2.118
H 0.850 -2.312 -3.913
H -0.318 -3.432 -4.430
H 0.665 -3.909 -3.093
C -3.526 -0.149 -0.423
S -2.823 -1.088 1.063
O -1.429 -0.526 1.296
C -3.891 -0.523 2.447
H -3.161 -0.494 -1.390
H -3.412 0.935 -0.421
H -4.606 -0.294 -0.385
H -3.279 -0.588 3.346
H -4.709 -1.243 2.471
H -4.369 0.444 2.286
C 4.018 2.344 -1.587
S 2.719 2.644 -0.357
O 2.909 1.505 0.697
C 3.512 4.129 0.471
H 4.032 3.126 -2.346
H 3.938 1.342 -2.010
H 4.958 2.372 -1.037
H 2.774 4.693 1.040
H 3.894 4.768 -0.326
H 4.380 3.942 1.103
```

Energy (eV): -68519.0637
Expectation value of S²: 0.76
HOMO (spin up / spin down) (eV): -14.0323 / -14.0254
Charge: +2
Multiplicity: 2

Molecular formula: C9H29AgBN2O4V
Method: DFT, ωB97M-V/def2-TZVPD

```
47
C9H29AgBN2O4V, DFT ωB97M-V/def2-TZVPD
O 2.001 -2.762 0.250
V 1.941 -1.338 -0.640
Ag 0.151 1.052 1.555
B 2.603 0.224 1.090
H 2.295 0.368 0.066
H 2.107 -0.619 1.546
H 3.654 0.002 0.985
H 2.512 1.091 1.725
C -1.365 -1.734 -0.033
O -0.179 -1.015 0.096
H -2.234 -1.243 -0.471
H -1.194 -2.481 -0.809
H -1.646 -2.122 0.947
C -2.431 0.159 2.939
C -2.392 1.666 2.597
C -1.448 2.534 3.538
O -0.102 2.024 3.560
C 0.830 2.867 4.195
N -2.152 2.061 1.190
H -2.574 0.067 4.016
H -1.530 -0.409 2.708
H -3.153 -0.484 2.436
H -3.355 2.151 2.754
H -1.959 2.440 4.496
H -1.436 3.588 3.259
H 0.454 3.074 5.197
H 1.103 3.855 3.824
H 1.775 2.346 4.350
H -2.564 2.973 1.053
H -2.592 1.428 0.537
C 0.318 0.471 -4.543
C 0.639 -0.536 -3.399
C 1.340 -1.799 -3.701
O 1.258 -2.668 -2.493
C 0.636 -3.917 -2.774
N 1.219 0.210 -2.300
H 1.034 0.817 -5.289
H -0.179 1.399 -4.258
H -0.406 -0.009 -5.202
H -0.359 -0.857 -3.099
H 2.344 -1.477 -3.978
H 0.925 -2.366 -4.535
H 1.162 -4.367 -3.616
H -0.411 -3.810 -3.057
H 0.776 -4.486 -1.856
H 2.036 0.675 -2.669
H 0.548 0.956 -2.189
```

Energy (eV): -51325.3846
Expectation value of S²: 0.91
HOMO (spin up / spin down) (eV): -11.6095 / -11.6741
Charge: +1
Multiplicity: 2

charge of number 4 (C9H26N2O7Pt)?
0